1.
{"formula": "C5H13N3", "method": "wB97M-V/def2-TZVPD", "species": ["C", "N", "N", "C", "N", "H", "H", "H", "H", "H", "H", "H", "C", "C", "C", "H", "H", "H", "H", "H", "H"], "positions_angstrom": [[-0.4041, -1.8519, -0.4400], [0.3454, -0.7386, 0.1651], [0.5679, -1.0052, 1.5565], [1.6081, -0.3538, -0.6543], [2.6666, 0.1394, -0.1344], [0.1471, -0.2310, 2.0726], [1.5740, -0.9973, 1.7278], [2.4709, 0.6411, 0.7329], [1.6729, -0.9651, -1.5581], [0.1736, -2.7706, -0.3384], [-0.5747, -1.6520, -1.4984], [-1.3597, -1.9764, 0.0690], [-1.7678, 0.8993, -0.8938], [-0.4519, 0.9615, -0.1531], [-0.3298, 1.7933, 0.9356], [0.4822, 1.0098, -0.9746], [-1.6578, 0.4584, -1.8865], [-2.5058, 0.3269, -0.3272], [-2.1541, 1.9107, -1.0265], [0.6050, 1.8877, 1.4750], [-1.1076, 2.5138, 1.1510]], "relative_energy_ev": 5.5587}

2.
{"formula": "C5H13N3O", "method": "wB97M-V/def2-TZVPD", "species": ["C", "C", "C", "C", "C", "N", "N", "N", "O", "H", "H", "H", "H", "H", "H", "H", "H", "H", "H", "H", "H", "H"], "positions_angstrom": [[-1.5611, 0.3531, -0.8194], [0.9149, 1.9452, 0.2343], [-0.0630, -1.7520, -0.6947], [1.0644, 0.5907, -0.3889], [-0.2344, -0.3478, -0.0035], [-2.5873, -0.3933, -0.9476], [0.5831, -0.5046, 2.1818], [-0.5229, -0.1838, 1.3965], [1.1438, 0.7326, -1.7629], [-1.2978, 1.4078, -1.1411], [0.3577, 2.6484, -0.4779], [0.3355, 1.9150, 1.2098], [1.8564, 2.2893, 0.4444], [0.1945, -2.4320, 0.1333], [0.7994, -1.6348, -1.3452], [-1.1179, -1.9419, -1.0928], [1.8824, -0.0160, 0.2051], [-3.2859, -0.0691, -1.5574], [0.9472, -1.3780, 2.0057], [0.3173, -0.6856, 3.1006], [-1.4329, -0.6793, 1.6052], [1.7066, 0.1362, -2.2854]], "relative_energy_ev": 4.5377, "smiles": "[H]/N=C/[C@](C)(NN)[C@H](C)O"}

3.
{"formula": "C5H13N3O", "method": "wB97M-V/def2-TZVPD", "species": ["C", "C", "C", "C", "N", "N", "C", "O", "N", "H", "H", "H", "H", "H", "H", "H", "H", "H", "H", "H", "H", "H"], "positions_angstrom": [[-3.2206, 0.3333, 0.3776], [-0.2156, -2.0272, -0.2610], [1.9543, 0.5388, 1.2368], [2.0537, 0.3036, -1.1618], [-0.0618, -0.6426, 0.1534], [1.5652, -0.2396, 0.0842], [-0.7507, 0.3878, -0.2797], [-2.2024, -0.4093, -0.2285], [-0.7792, 1.6241, -0.3141], [0.0779, 2.1574, -0.2961], [-3.3384, 1.3176, -0.0933], [-4.1602, -0.2083, 0.2267], [-3.0328, 0.4924, 1.4461], [0.7454, -2.5121, -0.1033], [-0.9812, -2.4797, 0.3637], [-0.4987, -2.1280, -1.3102], [1.4842, 0.1228, 2.1265], [3.0387, 0.4512, 1.3643], [1.6692, -0.2881, -1.9930], [3.1464, 0.2353, -1.1662], [1.7175, 1.6112, 1.1615], [1.7894, 1.3595, -1.3336]], "relative_energy_ev": 4.6902, "smiles": "[H]/N=C(/OC)N(C)N(C)C"}